C5H6O2P | the ωB97M-V functional and the def2-TZVPD basis

Values from the calculation:
- Energy: -686.04736 a.u.
- Relative energy (zero: lowest compared OMol25 entry of this formula, charge and spin): 0.0 kcal per mole
- SMILES: O=[P@H]([O-])C1C=CC=C1
- Total charge: -1
- LUMO energy: 3.974 eV
- Highest occupied orbital energy: -4.5684 eV
- Gap between HOMO and LUMO: 8.54 eV

Element x y z (Å)
O: -2.59 1.27 -0.09
P: -1.84 0.00 -0.27
O: -2.55 -1.30 -0.08
C: -0.31 0.04 0.84
C: 0.50 1.16 0.37
C: 1.52 0.72 -0.38
C: 1.55 -0.72 -0.38
C: 0.55 -1.21 0.36
H: -1.16 0.00 -1.50
H: -0.67 0.02 1.86
H: 0.22 2.19 0.54
H: 2.23 1.33 -0.92
H: 2.30 -1.30 -0.91
H: 0.25 -2.22 0.57

These are the Löwdin partial charges, in e, on atoms 1 to 2: -0.44 0.31